C24H33BrHfNO4P2 as an isolated structure in a non-equilibrium geometry. Source: the Open Molecules 2025 dataset; level of theory: ωB97M-V/def2-TZVPD.

The geometry in ORCA input format:
```
! wB97M-V def2-TZVPD RIJCOSX def2/J DEFGRID3
* xyz 1 1
C -0.5402 -4.2024 0.3177
C -0.0311 -2.9237 0.2712
N -0.7445 -1.8741 -0.2406
C -1.9034 -2.1765 -0.8999
C -2.5201 -3.3953 -0.7048
C -1.8155 -4.4460 -0.1512
C 1.3298 -2.7185 0.8847
P 1.9653 -0.9847 0.9055
Hf -0.0678 0.2874 0.0513
P -1.5421 0.2824 -2.1464
C -2.6107 -1.1127 -1.6869
C 1.8605 1.5216 -0.8053
C 2.1954 2.4386 0.2500
C 2.6775 3.7025 -0.1237
C 2.9307 3.9765 -1.4617
C 2.7907 3.0126 -2.4698
C 2.3027 1.7656 -2.1342
O 3.5166 -4.1567 -2.0689
O 1.5007 -2.4580 -3.7556
H 0.0968 -5.0059 0.6817
H -3.4662 -3.5672 -1.2006
H -2.2319 -5.4480 -0.0743
C 2.0394 -1.0797 2.7511
C 3.7139 -1.0619 0.3422
H -3.0974 -1.4942 -2.5897
H -3.4394 -0.7084 -1.1062
H 2.1853 -3.1453 0.3942
H 1.4036 -3.1497 1.9012
C -2.6624 1.6126 -2.6697
C -1.0191 -0.3019 -3.8088
H 2.0354 2.1659 1.3060
H 2.8259 4.4423 0.6684
H 3.2867 4.9644 -1.7268
H 3.0626 3.2328 -3.4893
H 2.1638 0.9874 -2.9000
H 1.1657 -2.0624 -2.9182
H 2.3101 -1.8456 -3.8639
H 2.7767 -3.4202 -2.0993
H 2.9030 -4.9052 -1.8689
H 1.0061 0.5918 -1.3281
H 2.5145 -2.0392 3.0612
H 2.6245 -0.2029 3.0576
H 0.9888 -1.0122 3.0886
H 4.3520 -1.2545 1.2266
H 3.8718 -1.8294 -0.4381
H 3.9388 -0.0676 -0.0794
H -1.8953 -0.6614 -4.3583
H -0.5169 0.5037 -4.3330
H -0.3288 -1.1377 -3.7496
H -3.2674 1.2741 -3.5281
H -3.2819 1.9245 -1.8187
H -2.0416 2.4797 -2.9341
Br -2.1729 -0.4810 2.9121
C -2.4784 1.3212 3.5797
C -2.7941 1.4634 4.9379
C -3.0016 2.7412 5.4797
C -2.9041 3.8625 4.6531
C -2.5772 3.7301 3.3064
C -2.3650 2.4551 2.7660
C -1.9546 2.2824 1.3498
O -2.6339 2.6989 0.4225
O -0.7839 1.6219 1.2116
H -2.9024 0.6364 5.6316
H -3.2658 2.9215 6.5236
H -3.0170 4.8846 5.0110
H -2.4606 4.5442 2.5883
*
```

Summary:
HOMO-LUMO gap (spin up / spin down) ... 5.35 / 5.34 eV
Calculated total energy ... -4594.50634 a.u.

Atomic partial charges in e from the Mulliken method, atoms 1 to 2: -0.64 0.18